Entry 1:
DFT (ωB97M-V with the def2-TZVPD basis set) results for CN3O2S as an isolated structure in a non-equilibrium geometry.

```
7
Properties=species:S:1:pos:R:3:nbo_charge:R:1
C -2.4930 0.0032 -0.0167 0.06
N -3.0436 -0.9885 -0.2686 -0.51
N 0.9554 0.6865 -0.2430 0.06
N 1.7460 -0.2318 -0.0367 0.47
O 1.7909 -1.3323 0.4641 -0.41
O 2.7648 0.4806 -0.4379 -0.38
S -1.7204 1.3824 0.5387 -0.30
```

Calculated values
Gap between HOMO and LUMO (alpha / beta) in eV: 5.720 / 6.561
E_HOMO (alpha / beta) in eV: -4.14 / -4.45
Net charge: -1
Energy relative to the best compared isomer or geometry (same formula, charge and spin) in kcal per mole: 59.5
Spin multiplicity: 1
Total energy in a.u.: -750.88666



Entry 2:
DFT (ωB97M-V with the def2-TZVPD basis set) results for one molecule with the formula C5H12N2 in a non-equilibrium geometry.

```
19
Properties=species:S:1:pos:R:3:nbo_charge:R:1
C 0.3881 0.2984 -0.4407 0.28
C 0.0311 1.4018 -1.4475 -0.62
C 0.9749 -0.9286 -1.1564 -0.63
N -0.8034 -0.0280 0.2947 -0.65
N 1.3957 0.7236 0.5818 -0.85
C -0.7436 -0.7737 1.4571 0.00
C -1.8215 -1.1500 2.1354 -0.54
H -1.6878 0.0704 -0.1711 0.38
H 2.2692 0.9756 0.1323 0.36
H 1.0669 1.5491 1.0687 0.36
H 0.3286 -0.7224 1.8281 0.23
H -0.6212 1.0140 -2.2289 0.21
H -0.4836 2.2151 -0.9379 0.21
H 1.3764 -1.6167 -0.4195 0.22
H 0.1928 -1.4444 -1.7147 0.21
H 1.7654 -0.6283 -1.8383 0.20
H 0.9338 1.7896 -1.9141 0.21
H -1.7461 -1.7294 3.0367 0.21
H -2.8158 -1.0163 1.7341 0.18
```

Calculated values
Gap between HOMO and LUMO in eV: 8.642
E_HOMO in eV: -7.70
Net charge: 0
Energy relative to the best compared isomer or geometry (same formula, charge and spin) in kcal per mole: 21.0
Spin multiplicity: 1
Total energy in a.u.: -307.19589



Entry 3:
DFT (ωB97M-V with the def2-TZVPD basis set) results for C17H40NP3SSc as an isolated structure in a non-equilibrium geometry.

```
63
Properties=species:S:1:pos:R:3:nbo_charge:R:1
Sc -0.2674 -0.5024 0.5469 1.55
P 1.6722 -2.4111 0.1120 0.72
P 1.9880 0.7211 1.5130 0.71
P -1.5363 -2.3646 -0.9517 0.73
H -2.6254 5.6144 -1.4192 0.21
C -3.4991 4.9427 -1.3830 -0.28
C -4.0185 4.5163 -0.2211 -0.33
H -3.5106 4.6864 0.7330 0.20
C 2.5511 -2.0603 -1.4663 -0.92
C 3.1220 -2.6272 1.2232 -0.92
C 1.3695 -4.2183 -0.1128 -0.91
C 1.4496 2.3521 2.1234 -0.93
C 3.1176 0.3613 2.9160 -0.91
C 3.1810 1.2625 0.2093 -0.90
C -3.2037 -1.8002 -1.4595 -0.91
C -2.0127 -4.0553 -0.4017 -0.92
C -0.8237 -2.7044 -2.6157 -0.92
H -3.9776 4.7082 -2.3432 0.23
H -5.0242 4.0804 -0.1913 0.24
H 3.2346 -2.8893 -1.6767 0.27
H 3.1276 -1.1344 -1.3875 0.25
H 1.8337 -1.9741 -2.2883 0.25
H 3.7325 -3.4596 0.8480 0.27
H 2.7778 -2.8838 2.2330 0.24
H 3.7451 -1.7289 1.2649 0.24
H 2.3415 -4.7194 -0.2217 0.27
H 0.7632 -4.4410 -0.9968 0.24
H 0.8725 -4.6196 0.7801 0.25
H 2.2859 2.9514 2.5007 0.27
H 0.6865 2.2282 2.9012 0.24
H 0.9911 2.8826 1.2921 0.23
H 4.0452 0.9391 2.7972 0.28
H 3.3570 -0.7031 2.9762 0.25
H 2.6273 0.6629 3.8511 0.26
H 3.8634 2.0155 0.6255 0.27
H 2.6289 1.7028 -0.6331 0.25
H 3.7660 0.4134 -0.1618 0.25
H -3.5273 -2.4044 -2.3165 0.27
H -3.1899 -0.7395 -1.7399 0.23
H -3.9078 -1.9339 -0.6279 0.26
H -2.6932 -4.5019 -1.1399 0.28
H -2.5392 -3.9804 0.5589 0.25
H -1.1436 -4.7081 -0.2751 0.25
H -1.6160 -3.0807 -3.2778 0.27
H -0.0086 -3.4382 -2.5924 0.25
H -0.4328 -1.7632 -3.0287 0.25
C -1.8383 2.1963 0.0482 -0.12
C -1.7859 2.1981 -1.3630 -0.09
C -0.9966 3.1321 -2.0224 -0.18
C -0.2255 4.0522 -1.2749 -0.03
C -0.4251 4.1758 0.1044 -0.20
C -1.2649 3.2751 0.7579 -0.18
S -2.5239 0.8865 0.9305 0.12
H -0.2424 0.3254 -0.9852 -0.43
H -2.3801 1.4583 -1.9071 0.27
H -0.9705 3.1765 -3.1153 0.27
H 0.4985 4.7143 -1.7657 0.27
H 0.0732 4.9748 0.6648 0.28
H -1.4185 3.2980 1.8401 0.27
N -0.4924 -1.6176 2.5180 -1.16
H -1.2846 -1.2762 3.0703 0.43
H 0.3524 -1.5480 3.0980 0.43
H -0.6484 -2.6156 2.3255 0.43
```

Calculated values
Gap between HOMO and LUMO (alpha / beta) in eV: 4.855 / 4.441
E_HOMO (alpha / beta) in eV: -18.15 / -17.79
Net charge: +3
Energy relative to the best compared isomer or geometry (same formula, charge and spin) in kcal per mole: 22.9
Spin multiplicity: 1
Total energy in a.u.: -2908.41048



Entry 4:
DFT (ωB97M-V with the def2-TZVPD basis set) results for a 2-piece molecular cluster, C5H14S overall in a non-equilibrium geometry.

```
20
Properties=species:S:1:pos:R:3:nbo_charge:R:1
C -1.9286 -0.0405 -0.9729 -0.61
C -3.3033 0.4975 -0.5048 -0.61
H -1.4988 0.4700 -1.8240 0.20
H -1.2215 -0.1062 -0.1466 0.20
H -2.0591 -1.0875 -1.2714 0.21
H -3.9484 -0.3095 -0.1832 0.21
H -3.6790 1.1247 -1.3122 0.21
H -3.1360 1.1819 0.3296 0.20
C 1.2820 -0.7938 1.4226 -0.52
C 2.2669 0.2830 1.8769 -0.62
C 1.5575 -0.0844 -1.4703 -0.74
S 1.7070 -1.4299 -0.2376 0.15
H 1.3799 -1.6027 2.1406 0.23
H 0.3062 -0.3144 1.4181 0.21
H 2.0210 0.7323 2.8405 0.21
H 2.3119 1.1013 1.1502 0.20
H 0.7159 -0.3426 -2.1056 0.22
H 1.4355 0.9146 -1.0630 0.22
H 2.4784 -0.1732 -2.0385 0.23
H 3.3126 -0.0204 1.9515 0.21
```

Calculated values
Gap between HOMO and LUMO in eV: 9.345
E_HOMO in eV: -8.40
Net charge: 0
Energy relative to the best compared isomer or geometry (same formula, charge and spin) in kcal per mole: 13.2
Spin multiplicity: 1
Total energy in a.u.: -597.05620



Entry 5:
DFT (ωB97M-V with the def2-TZVPD basis set) results for C13H11F6N4O2OsS2Sb as an isolated structure.

```
40
Properties=species:S:1:pos:R:3:lowdin_charge:R:1
Os -0.6883 0.7454 -0.0302 1.73
N 1.2877 1.5028 2.7028 0.21
C 0.1005 1.0012 2.9430 -0.57
N -0.7624 0.6218 1.9927 -0.11
C -1.9665 0.1798 2.5434 -0.27
C -1.9823 0.1655 3.9188 -0.22
S -0.5218 0.7473 4.5591 1.25
C -2.9972 -0.0354 1.6048 -0.26
C -4.3144 -0.4610 1.7746 -0.22
S -5.1608 -0.4419 0.3194 1.27
C -3.7278 0.1457 -0.5164 -0.55
N -2.6766 0.2797 0.3040 -0.09
N -3.7113 0.4398 -1.7878 0.24
H 1.5976 1.6539 1.7494 0.12
H 1.9018 1.8001 3.4484 0.15
H -2.7910 -0.1366 4.5694 0.12
H -4.7922 -0.7733 2.6928 0.12
H -4.5313 0.3396 -2.3726 0.16
H -2.8707 0.8273 -2.2128 0.11
F -1.8282 3.0099 -0.2668 -0.40
Sb -0.7663 3.5601 -1.7738 1.53
F -0.9229 1.3353 -1.9562 -0.49
F -2.3437 3.4703 -2.7187 -0.29
F 0.2700 3.3917 -3.2707 -0.27
F -0.4731 5.2536 -1.1658 -0.26
F 0.5996 2.8205 -0.6517 -0.39
O 1.3248 0.2361 -0.2822 -0.16
C 1.2189 -1.0483 -0.4202 -0.58
O 0.1435 -1.6210 -0.2180 0.02
C 2.4287 -1.7969 -0.8813 -0.10
C 3.4918 -1.1431 -1.4848 0.13
C 4.6369 -1.8836 -1.9764 0.09
C 4.7419 -3.2429 -1.7665 0.01
C 3.6769 -3.8974 -1.1726 0.10
C 2.5181 -3.1639 -0.7004 0.13
H 3.4828 -0.0632 -1.5725 0.15
H 5.4005 -1.3539 -2.5328 0.15
H 5.6055 -3.7932 -2.1138 0.14
H 3.6779 -4.9772 -1.0876 0.15
H 1.7234 -3.6947 -0.1900 0.15
```

Calculated values
Gap between HOMO and LUMO (alpha / beta) in eV: 8.297 / 5.868
E_HOMO (alpha / beta) in eV: -18.15 / -18.55
Net charge: +3
Energy relative to the best compared isomer or geometry (same formula, charge and spin) in kcal per mole: 0.0
Spin multiplicity: 6
Total energy in a.u.: -2597.02398
<S²>: 8.82



| no. | M (u) |
| --- | --- |
| 1 | 118.1 |
| 2 | 100.2 |
| 3 | 428.5 |
| 4 | 106.2 |
| 5 | 745.4 |